24
Properties=species:S:1:pos:R:3:forces:R:3:mulliken_spin:R:1 method="wB97M-V/def2-TZVPD" e_above_lowest_kcal_mol=14.5 homo_lumo_gap_ev="5.216 / 4.864" charge=0 fmax_ha_per_bohr=0.0517 e_homo_ev="-5.1 / -6.1" multiplicity=6
C -0.629 0.555 -2.463 -0.5 0.2 -0.5 0.098
C -1.344 1.766 -2.718 1.2 -1.1 0.8 0.000
C -0.395 2.834 -2.518 0.5 -0.4 0.2 0.165
C 0.893 2.307 -2.226 -1.3 -1.1 0.0 -0.064
C 0.767 0.864 -2.195 -0.2 0.2 -0.2 0.183
Fe 1.007 -1.561 -0.588 1.3 1.6 -0.7 4.380
P 0.143 -3.596 -1.128 -0.4 -1.6 -0.5 0.134
H -1.002 -0.493 -2.504 0.1 0.9 -0.2 -0.007
H -2.404 1.880 -2.996 0.7 -0.1 0.3 -0.001
H -0.654 3.903 -2.553 0.3 -0.6 -0.1 0.002
H 1.593 0.106 -2.282 -0.6 0.9 0.1 0.009
H 1.805 2.857 -2.076 0.1 0.1 0.0 -0.002
H 1.077 -4.446 -1.802 -0.4 0.4 0.2 0.000
H -0.989 -3.896 -1.936 0.0 -0.2 0.0 0.053
H -0.113 -4.492 -0.041 0.1 0.3 -0.3 0.013
C 0.551 0.593 4.082 0.0 0.1 -0.3 0.001
C -0.604 -0.088 3.299 0.1 0.6 0.4 -0.011
C -0.174 -0.269 1.923 0.7 -1.0 -1.2 0.195
N 0.306 -0.571 0.911 -1.5 0.9 2.0 -0.159
H 1.509 0.151 3.793 -0.1 0.1 0.1 0.004
H 0.427 0.485 5.157 -0.1 0.0 0.0 0.000
H 0.579 1.658 3.832 0.1 -0.2 0.1 0.000
H -0.836 -1.082 3.713 0.0 0.3 -0.2 0.002
H -1.512 0.534 3.316 0.2 -0.3 0.1 0.005

---

58
Properties=species:S:1:pos:R:3:forces:R:3:lowdin_charge:R:1 method="wB97M-V/def2-TZVPD" e_above_lowest_kcal_mol=59.4 homo_lumo_gap_ev=9.604 charge=0 fmax_ha_per_bohr=0.0707 e_homo_ev=-10.1 multiplicity=1
O 3.749 -6.657 -4.902 -0.5 -0.4 -1.3 0.112
C 3.272 -6.980 -5.965 0.7 -0.3 0.7 -0.455
O 3.388 -8.252 -6.465 0.6 -0.1 0.8 0.012
C 2.752 -8.429 -7.716 -0.7 1.4 -0.8 -0.150
C 2.510 -6.963 -8.212 0.0 -1.0 -0.5 -0.161
C 2.441 -6.197 -6.944 0.4 0.3 0.7 -0.107
H 1.819 -8.977 -7.586 0.1 -0.2 0.0 0.123
H 3.413 -8.915 -8.434 0.0 -0.3 0.4 0.122
H 1.566 -6.752 -8.714 0.3 -0.6 -0.6 0.116
H 3.380 -6.732 -8.827 -0.2 0.5 -0.1 0.117
H 1.427 -6.346 -6.573 -0.2 0.8 0.2 0.138
H 2.774 -5.165 -7.048 -0.4 0.0 0.4 0.135
O 6.590 -3.530 3.524 -0.3 0.9 -1.3 0.088
C 6.568 -2.888 2.484 -0.6 -0.6 3.5 -0.531
O 7.115 -3.335 1.407 0.7 -1.4 -2.1 0.051
C 7.144 -2.389 0.341 -0.7 0.4 0.6 -0.124
C 6.330 -1.155 0.867 1.2 -0.4 -1.6 -0.139
C 6.006 -1.505 2.301 0.4 0.5 0.0 -0.070
H 6.656 -2.767 -0.557 0.5 -0.4 0.1 0.123
H 8.207 -2.176 0.229 -0.2 0.1 -0.6 0.125
H 5.516 -0.944 0.173 -0.2 -0.1 0.4 0.110
H 7.095 -0.400 0.684 -0.6 0.8 0.7 0.107
H 4.956 -1.513 2.596 0.1 0.2 -0.1 0.132
H 6.587 -0.863 2.962 -0.4 0.0 0.3 0.131
O 16.363 -11.285 1.668 -1.6 2.1 -0.5 0.101
C 15.753 -10.230 1.733 0.4 -1.1 1.2 -0.419
O 14.430 -10.033 1.358 0.9 -0.9 -0.2 0.011
C 14.004 -8.722 1.698 -0.3 1.0 0.9 -0.163
C 14.957 -8.266 2.826 0.6 0.4 -0.3 -0.152
C 16.213 -8.921 2.387 1.6 -1.8 -1.2 -0.124
H 12.962 -8.710 2.016 0.0 -0.5 0.1 0.123
H 14.026 -8.058 0.834 0.4 0.0 -0.2 0.123
H 14.730 -8.670 3.813 -0.6 0.2 -0.1 0.124
H 15.215 -7.208 2.875 -0.9 0.2 0.1 0.118
H 17.024 -9.120 3.088 -0.4 -0.1 0.3 0.129
H 16.735 -8.439 1.559 -0.2 0.6 -0.2 0.130
O 12.639 -10.143 -9.336 1.7 -0.2 1.8 0.097
C 13.340 -10.055 -8.337 -1.9 0.5 -1.3 -0.442
O 14.689 -10.063 -8.345 0.2 -0.1 -1.1 0.045
C 15.240 -9.699 -7.095 0.8 -0.3 0.4 -0.179
C 14.091 -9.375 -6.226 -0.3 0.9 2.5 -0.195
C 12.859 -9.830 -6.908 -0.9 -0.3 -0.7 -0.082
H 15.909 -8.840 -7.153 0.1 -0.2 -0.6 0.130
H 15.786 -10.520 -6.631 0.2 -0.3 -0.6 0.127
H 14.019 -8.301 -6.053 0.1 0.0 0.0 0.120
H 14.260 -9.833 -5.251 -0.3 0.1 0.1 0.122
H 12.072 -9.079 -6.841 0.0 -0.1 -0.4 0.128
H 12.391 -10.747 -6.552 0.3 -0.2 0.1 0.131
C 5.056 -8.598 4.370 -1.6 -0.4 0.3 -1.465
Br 3.849 -7.472 3.241 0.9 -0.8 0.7 0.497
Br 4.921 -10.505 3.903 0.2 0.9 -0.1 0.507
Br 4.412 -8.486 6.278 0.8 0.3 -1.3 0.478
H 6.079 -8.269 4.188 -0.3 0.0 0.5 -0.018
C 8.531 -7.796 -1.709 1.0 -0.6 0.1 -1.475
Br 8.560 -9.087 -3.203 -0.1 0.7 0.8 0.519
Br 10.115 -6.573 -1.884 -1.2 -0.8 0.3 0.476
Br 8.545 -8.764 0.045 0.0 0.8 -1.3 0.498
H 7.620 -7.200 -1.769 0.3 -0.2 0.0 -0.023

---

9
Properties=species:S:1:pos:R:3:forces:R:3:lowdin_charge:R:1 method="wB97M-V/def2-TZVPD" e_above_lowest_kcal_mol=73.6 smiles="CN(F)C=O" homo_lumo_gap_ev=10.989 charge=0 fmax_ha_per_bohr=0.1005 e_homo_ev=-10.1 multiplicity=1
C -1.257 0.307 0.238 -1.7 4.2 -2.5 -0.361
C 0.990 -0.561 -0.054 -3.4 0.2 -0.5 0.010
N 0.062 0.541 0.073 1.6 0.6 0.0 -0.114
O -1.691 -0.779 0.414 -0.4 -2.2 1.0 0.056
F 0.606 1.698 -0.515 -1.4 -0.3 0.3 -0.010
H -1.990 1.213 -0.009 1.7 -1.2 0.8 0.173
H 0.671 -1.075 0.794 0.6 -1.6 1.6 0.075
H 0.673 -1.167 -0.887 0.5 -0.2 -0.7 0.101
H 1.936 -0.177 -0.054 2.5 0.5 0.0 0.070

---

7
Properties=species:S:1:pos:R:3:forces:R:3:lowdin_charge:R:1 method="wB97M-V/def2-TZVPD" e_above_lowest_kcal_mol=23.7 homo_lumo_gap_ev=7.643 charge=-1 fmax_ha_per_bohr=0.0362 e_homo_ev=-4.2 multiplicity=1
N 0.470 1.226 -1.137 0.6 1.4 0.8 -0.666
N -0.252 -1.535 1.007 -0.5 1.5 -0.3 -0.603
O 1.461 1.865 -0.930 -0.8 -0.4 -0.6 -0.063
O -0.268 -0.885 2.055 0.1 -1.3 0.0 -0.125
O -0.469 -2.731 0.894 0.1 0.1 0.6 -0.106
F -0.818 2.250 -1.173 0.1 0.4 -0.1 -0.337
S -0.124 -0.190 -0.716 0.4 -1.8 -0.5 0.900

---

34
Properties=species:S:1:pos:R:3:forces:R:3:lowdin_charge:R:1 method="wB97M-V/def2-TZVPD" e_above_lowest_kcal_mol=0.0 homo_lumo_gap_ev=7.408 charge=+1 fmax_ha_per_bohr=0.0093 e_homo_ev=-11.9 multiplicity=1
Ta 1.134 -0.350 -0.599 0.4 0.0 0.1 1.031
S 3.579 -0.055 -0.077 -0.3 -0.1 -0.4 0.606
C 2.931 -0.281 1.532 0.3 0.0 0.1 -0.739
C 3.629 -0.256 2.733 0.0 0.0 0.0 -0.046
C 2.910 -0.443 3.897 0.1 0.0 0.0 -0.015
C 1.529 -0.649 3.860 0.0 0.0 0.0 -0.026
C 0.901 -0.666 2.640 0.1 0.0 0.0 -0.089
N 1.611 -0.487 1.511 -0.4 0.0 0.2 -0.202
H 4.697 -0.092 2.736 0.0 0.0 0.0 0.122
H 3.424 -0.428 4.850 0.0 0.0 0.0 0.126
H 0.959 -0.790 4.766 0.0 0.0 0.0 0.120
H -0.162 -0.820 2.517 0.0 0.0 0.0 0.127
O -2.840 -0.132 -0.125 0.0 0.0 0.1 0.166
C -1.833 0.463 -0.341 0.0 0.1 -0.1 -0.476
O -0.627 -0.109 -0.018 -0.1 0.3 0.1 -0.301
C -1.746 1.823 -0.945 0.0 -0.1 0.0 -0.140
C -2.962 2.507 -0.996 0.0 0.0 0.0 0.003
C -3.051 3.774 -1.541 0.1 0.0 -0.1 -0.038
C -1.911 4.375 -2.061 -0.1 -0.1 0.1 -0.042
C -0.699 3.708 -2.027 0.0 0.0 0.0 -0.113
C -0.598 2.437 -1.467 -0.1 0.0 0.0 -0.519
S 1.075 1.816 -1.473 0.0 0.0 0.0 0.661
H -3.836 2.011 -0.599 0.0 0.0 0.0 0.129
H -4.003 4.285 -1.566 0.0 0.0 0.0 0.117
H -1.960 5.364 -2.497 0.0 0.0 0.0 0.118
H 0.186 4.177 -2.435 0.0 0.0 0.0 0.104
C -0.875 -4.873 -1.454 0.1 0.0 0.0 -0.021
O -0.485 -3.722 -2.250 0.1 0.2 0.0 -0.138
C 0.306 -2.833 -1.755 0.1 -0.2 -0.1 -1.197
S 1.026 -2.897 -0.227 -0.1 -0.2 -0.1 0.705
S 0.611 -1.435 -2.731 0.0 0.0 0.1 0.668
H -1.610 -5.386 -2.063 0.0 0.0 0.0 0.107
H -1.306 -4.533 -0.516 0.0 0.0 0.0 0.093
H -0.004 -5.501 -1.279 0.0 0.0 0.0 0.101

---

54
Properties=species:S:1:pos:R:3:forces:R:3:mulliken_spin:R:1 method="wB97M-V/def2-TZVPD" e_above_lowest_kcal_mol=0.0 homo_lumo_gap_ev="8.694 / 7.421" charge=0 fmax_ha_per_bohr=0.1131 e_homo_ev="-8.1 / -9.0" multiplicity=5
C -3.473 1.216 -0.012 -0.3 -0.4 0.0 0.064
C -2.352 1.566 -0.799 0.1 0.2 0.2 0.170
C -1.654 0.383 -1.129 0.3 -0.3 0.1 0.090
H -2.071 2.565 -1.081 0.0 0.1 -0.1 -0.006
C -2.366 -0.700 -0.572 0.6 0.1 0.0 0.131
C -3.483 -0.188 0.110 -0.4 0.5 0.2 0.151
H -2.069 -1.732 -0.606 0.0 -0.2 -0.1 0.001
C -1.221 2.180 2.960 -0.1 0.4 -0.1 0.123
C -1.245 2.931 1.773 -0.7 -0.1 0.7 0.170
C -0.133 2.547 0.993 0.6 -0.5 -0.5 0.125
H -1.996 3.650 1.492 0.0 0.1 0.0 -0.014
C 0.589 1.547 1.678 -0.1 0.1 -0.3 0.071
C -0.096 1.331 2.902 0.0 0.0 -0.1 0.164
H -0.756 0.312 -1.718 0.1 0.0 -0.1 -0.009
H -4.177 -0.767 0.694 -0.1 0.1 0.0 0.011
H -4.196 1.897 0.404 0.0 0.0 0.1 -0.007
H 0.166 0.609 3.653 0.1 -0.1 0.1 0.005
H 0.107 2.933 0.018 0.1 0.1 -0.1 -0.003
H -1.947 2.214 3.754 0.0 0.0 -0.1 0.004
Co -1.542 0.654 1.200 -0.2 1.2 -0.8 2.590
C 1.881 0.883 1.249 0.1 0.0 0.2 0.045
C 2.825 0.863 2.456 0.1 0.1 0.0 0.004
C 2.526 1.653 0.101 -0.1 0.0 0.0 0.016
H 2.996 1.876 2.816 0.0 0.1 0.0 0.002
H 3.778 0.420 2.184 0.0 0.0 0.0 0.002
H 2.399 0.288 3.277 0.0 -0.1 0.0 -0.001
H 2.770 2.670 0.403 0.0 0.1 0.1 -0.006
H 1.860 1.705 -0.759 0.0 0.0 -0.1 0.000
H 3.444 1.163 -0.205 0.2 -0.1 -0.1 -0.001
C 1.525 -0.540 0.799 -0.1 0.0 -0.2 0.007
C 2.654 -1.480 0.433 0.6 0.0 0.0 0.001
H 0.858 -0.472 -0.065 0.0 0.1 0.0 -0.008
H 0.927 -1.026 1.569 0.0 -0.2 0.3 0.003
O 3.828 -1.333 0.755 -0.7 -0.1 -0.2 0.000
N 2.271 -2.566 -0.301 0.1 0.0 0.0 0.000
C 0.983 -2.801 -0.913 0.0 -0.1 0.1 0.000
H 3.044 -3.144 -0.592 0.0 0.0 0.0 0.000
C 0.757 -2.130 -2.249 0.0 0.1 -0.2 -0.001
C -0.425 -2.395 -2.940 0.1 0.0 0.0 0.000
H -1.160 -3.060 -2.503 0.0 -0.1 0.0 0.002
C -0.674 -1.808 -4.168 0.0 0.0 0.0 -0.002
H -1.596 -2.024 -4.691 0.0 0.0 0.0 -0.001
C 0.252 -0.933 -4.724 0.0 0.0 0.1 0.000
H 0.056 -0.469 -5.681 0.0 0.0 0.0 0.000
C 1.425 -0.656 -4.039 0.0 0.0 0.0 0.000
H 2.152 0.025 -4.462 0.0 0.0 0.0 0.000
C 1.676 -1.254 -2.810 0.0 0.0 0.1 0.000
H 2.599 -1.039 -2.289 0.1 0.0 0.0 0.000
H 0.192 -2.496 -0.230 0.0 0.0 0.1 0.002
H 0.869 -3.879 -1.033 0.0 0.0 0.0 0.000
O -3.940 0.741 3.082 2.5 -4.3 1.1 0.000
C -3.206 -0.330 3.268 -1.2 4.9 -2.8 0.002
O -2.135 -0.545 2.532 -1.6 -1.1 2.2 0.101
H -3.495 -1.053 4.018 0.2 -0.4 0.2 0.002